(1)
Formula: C46H48BiN3P
Source: OMol25
Level of theory: ωB97M-V/def2-TZVPD

Values from the calculation:
gap between HOMO and LUMO (alpha / beta) = 0.15552 / 0.15712 Eh
relative energy (zero: lowest compared OMol25 entry of this formula, charge and spin) = 0.0 kJ/mol
net charge = -1
energy = -68075.6827 eV
E_LUMO (alpha / beta) = 2.46 / 2.46 eV

Structure (XYZ):
```
99
Properties=species:S:1:pos:R:3:mulliken_charge:R:1
Bi -1.383 0.111 0.099 1.77
N -1.294 -1.855 1.460 0.22
N -0.181 -2.410 -1.369 0.64
C 1.518 1.768 -0.509 0.50
C 2.284 0.608 -0.215 1.24
C 2.108 0.304 1.163 0.14
C 2.642 -0.884 1.863 -1.55
H 3.520 -1.282 1.335 0.38
H 1.887 -1.690 1.910 0.01
H 2.938 -0.630 2.893 0.39
C 1.253 1.281 1.735 0.64
C 0.803 1.337 3.151 -0.57
H 1.547 1.815 3.808 0.39
H 0.634 0.321 3.544 0.30
H -0.130 1.907 3.265 -0.27
C 0.844 2.165 0.693 -0.38
C -0.051 3.340 0.853 -0.79
H -0.948 3.128 1.461 -0.08
H -0.382 3.734 -0.121 0.32
H 0.499 4.145 1.367 0.27
C 3.131 -0.147 -1.157 -1.69
H 4.041 -0.494 -0.648 0.52
H 3.422 0.486 -2.005 0.41
H 2.617 -1.038 -1.546 0.04
C 1.426 2.478 -1.806 -1.66
H 0.519 2.197 -2.372 0.14
H 2.291 2.245 -2.444 0.40
H 1.394 3.566 -1.639 0.45
C -1.993 -1.982 2.615 -1.49
H -2.156 -1.068 3.194 1.09
C -2.572 -3.176 3.001 -0.72
H -3.135 -3.208 3.925 0.55
C -2.510 -4.292 2.155 -0.62
H -3.106 -5.180 2.357 0.38
C -1.647 -4.228 1.078 -0.69
H -1.515 -5.046 0.382 0.47
C -0.948 -3.025 0.814 0.27
C 0.064 -3.016 -0.172 -1.34
H 0.801 -3.825 -0.225 0.48
C -0.807 -1.170 -1.600 -0.89
C 0.178 -3.005 -2.589 -0.54
H 0.640 -3.977 -2.590 0.48
C -0.217 -2.185 -3.554 -1.38
H -0.183 -2.284 -4.619 0.91
N -0.636 -0.982 -2.973 0.83
C -0.580 0.228 -3.720 0.59
C 0.576 0.468 -4.500 1.05
C 0.591 1.609 -5.311 -1.18
H 1.476 1.782 -5.921 0.22
C -0.468 2.508 -5.352 0.72
C -0.420 3.691 -6.271 -1.61
H -0.424 4.628 -5.707 0.31
H -1.277 3.713 -6.950 0.35
H 0.485 3.673 -6.880 0.36
C -1.580 2.265 -4.540 -1.32
H -2.415 2.967 -4.568 0.32
C -1.664 1.126 -3.723 1.42
C -2.932 0.834 -2.980 -1.19
H -3.361 -0.144 -3.252 0.27
H -3.677 1.609 -3.215 0.43
H -2.806 0.865 -1.879 -0.45
C 1.808 -0.386 -4.523 -1.49
H 1.635 -1.445 -4.729 0.40
H 2.411 -0.306 -3.614 0.06
H 2.432 -0.006 -5.339 0.41
C -7.114 4.205 1.061 -0.57
C -7.044 3.490 2.258 -0.72
C -6.004 2.594 2.487 -0.37
C -5.024 2.413 1.508 -0.15
C -5.074 3.126 0.294 -0.06
C -6.128 4.016 0.087 -0.50
P -3.671 1.227 1.790 0.23
C -2.951 1.998 3.306 1.06
C -2.780 3.397 3.333 -0.97
C -2.262 4.027 4.467 -0.55
C -1.868 3.264 5.573 -0.74
C -1.972 1.875 5.527 -0.80
C -2.501 1.245 4.399 -0.07
C -4.671 -0.209 2.361 0.85
C -5.073 -0.404 3.683 0.22
C -5.706 -1.599 4.046 -1.15
C -5.999 -2.564 3.087 -0.56
C -5.686 -2.330 1.749 -0.53
C -5.067 -1.142 1.375 -0.66
H -7.942 4.896 0.883 0.35
H -7.806 3.623 3.020 0.40
H -5.964 2.037 3.425 0.26
H -4.297 2.986 -0.466 0.37
H -6.186 4.569 -0.848 0.40
H -3.090 4.006 2.478 0.33
H -2.157 5.110 4.481 0.39
H -1.477 3.758 6.469 0.35
H -1.649 1.269 6.372 0.42
H -2.574 0.160 4.410 0.31
H -4.883 0.349 4.445 0.43
H -5.953 -1.773 5.094 0.34
H -6.480 -3.501 3.385 0.35
H -5.908 -3.084 0.993 0.42
H -4.854 -0.941 0.322 0.23
```


(2)
Formula: C46H48CoN3Sb
Source: OMol25
Level of theory: ωB97M-V/def2-TZVPD

Values from the calculation:
gap between HOMO and LUMO (alpha / beta) = 0.08046 / 0.21752 Eh
relative energy (zero: lowest compared OMol25 entry of this formula, charge and spin) = 0.0 kJ/mol
⟨S²⟩ = 6.03
spin multiplicity = 5
net charge = -1
energy = -97111.5678 eV
E_LUMO (alpha / beta) = 2.23 / 2.22 eV

Structure (XYZ):
```
99
Properties=species:S:1:pos:R:3:mulliken_charge:R:1
Co 1.811 -1.039 -0.601 -0.49
N 0.860 -2.443 0.254 0.62
N 1.452 -3.504 -2.296 0.32
C 2.819 0.546 -1.175 1.74
C 3.674 -0.547 -0.813 0.22
C 3.366 -0.912 0.545 0.94
C 4.110 -1.893 1.390 -1.87
H 4.669 -2.596 0.756 0.51
H 3.411 -2.489 1.996 0.38
H 4.817 -1.413 2.091 0.24
C 2.345 -0.014 1.024 -0.85
C 2.029 0.224 2.461 -0.64
H 2.742 0.941 2.913 0.36
H 2.068 -0.709 3.045 0.31
H 1.023 0.648 2.585 -0.28
C 1.948 0.834 -0.063 1.49
C 1.059 2.024 0.036 -0.86
H 0.083 1.763 0.482 -0.47
H 0.865 2.451 -0.961 0.42
H 1.533 2.809 0.654 0.23
C 4.782 -1.116 -1.632 -1.72
H 5.665 -1.323 -1.016 0.50
H 5.070 -0.425 -2.431 0.46
H 4.478 -2.064 -2.099 0.14
C 3.014 1.501 -2.295 -1.23
H 2.089 1.555 -2.882 0.06
H 3.821 1.170 -2.960 0.32
H 3.238 2.519 -1.927 0.31
C 0.091 -2.058 1.309 -0.54
H 0.018 -0.979 1.499 0.11
C -0.543 -2.963 2.148 -0.68
H -1.143 -2.563 2.963 0.53
C -0.404 -4.338 1.952 -0.69
H -0.902 -5.059 2.595 0.43
C 0.368 -4.767 0.894 -1.06
H 0.539 -5.823 0.676 0.39
C 0.935 -3.826 -0.012 1.83
C 1.427 -4.353 -1.221 -1.69
H 1.388 -5.413 -1.473 0.24
C 1.430 -2.114 -2.242 -0.81
C 1.353 -3.974 -3.619 -0.99
H 1.315 -5.025 -3.831 0.46
C 1.218 -2.891 -4.386 -0.60
H 1.105 -2.832 -5.456 0.63
N 1.302 -1.763 -3.562 1.46
C 1.282 -0.462 -4.165 0.42
C 2.294 -0.200 -5.105 0.47
C 2.181 0.939 -5.903 -1.02
H 2.964 1.154 -6.641 0.25
C 1.095 1.811 -5.783 0.84
C 0.966 2.988 -6.720 -1.47
H 0.893 3.935 -6.168 0.33
H 0.071 2.904 -7.354 0.31
H 1.846 3.041 -7.374 0.37
C 0.137 1.561 -4.792 -0.95
H -0.694 2.263 -4.650 0.32
C 0.203 0.418 -3.979 1.20
C -0.879 0.134 -2.989 -1.57
H -1.467 -0.753 -3.261 0.28
H -1.564 0.991 -2.954 0.38
H -0.481 -0.022 -1.972 -0.07
C 3.481 -1.104 -5.219 -1.62
H 3.227 -2.074 -5.667 0.40
H 3.954 -1.294 -4.241 0.16
H 4.238 -0.638 -5.861 0.41
C -5.951 4.123 1.771 -0.49
C -6.126 2.935 2.492 -0.55
C -5.129 1.948 2.482 -0.15
C -3.944 2.185 1.780 0.30
C -3.775 3.347 1.019 -0.78
C -4.778 4.325 1.025 -0.38
Sb -2.193 0.942 2.070 0.74
C -1.487 2.157 3.760 0.10
C -0.319 2.909 3.612 -0.26
C 0.122 3.731 4.660 -0.46
C -0.619 3.816 5.848 -0.64
C -1.806 3.089 5.974 -0.56
C -2.250 2.264 4.928 -0.39
C -3.155 -0.790 2.958 0.63
C -2.996 -1.086 4.315 -0.40
C -3.659 -2.193 4.865 -0.60
C -4.432 -3.028 4.050 -0.47
C -4.548 -2.753 2.681 -0.55
C -3.913 -1.629 2.132 -0.67
H -6.726 4.889 1.786 0.33
H -7.039 2.764 3.068 0.34
H -5.275 1.017 3.034 0.31
H -2.862 3.510 0.440 0.23
H -4.644 5.245 0.452 0.37
H 0.256 2.874 2.680 0.17
H 1.042 4.304 4.541 0.38
H -0.269 4.453 6.664 0.31
H -2.398 3.158 6.889 0.35
H -3.190 1.721 5.044 0.41
H -2.371 -0.457 4.953 0.41
H -3.565 -2.396 5.933 0.31
H -4.935 -3.896 4.479 0.34
H -5.136 -3.408 2.038 0.33
H -4.021 -1.419 1.066 0.38
```


(3)
Formula: C46H49AsGeN5O3PtS
Source: OMol25
Level of theory: ωB97M-V/def2-TZVPD

Values from the calculation:
gap between HOMO and LUMO = 0.13020 Eh
relative energy (zero: lowest compared OMol25 entry of this formula, charge and spin) = 56.9 kJ/mol
net charge = +3
energy = -193501.1889 eV
E_LUMO = -10.48 eV

Structure (XYZ):
```
107
Properties=species:S:1:pos:R:3:mulliken_charge:R:1
Pt 0.357 -1.373 0.465 3.25
C 4.032 -5.833 0.706 -1.10
N 3.936 -4.383 0.499 -0.13
N 2.742 -3.752 0.253 0.78
C 3.017 -2.492 -0.208 0.05
O 2.076 -1.647 -0.530 -0.89
C 4.393 -2.349 -0.274 -1.04
C 4.934 -3.560 0.148 0.52
C 6.352 -3.998 0.194 -1.68
C 1.486 -4.163 0.787 -0.07
C 1.383 -4.754 2.026 0.34
C 0.117 -5.104 2.505 -0.87
C -1.027 -4.834 1.770 -0.90
C -0.912 -4.232 0.524 -0.33
C 0.342 -3.880 0.015 -0.84
H 3.052 -6.278 0.571 0.44
H 4.401 -6.047 1.707 0.40
H 4.711 -6.249 -0.035 0.38
H 4.933 -1.480 -0.606 0.61
H 7.009 -3.141 0.071 0.43
H 6.560 -4.701 -0.616 0.37
H 6.585 -4.492 1.136 0.37
H 2.263 -4.942 2.627 0.60
H 0.037 -5.592 3.468 0.46
H -1.999 -5.119 2.148 0.50
H -1.792 -4.074 -0.087 0.61
H 0.450 -3.618 -1.032 0.75
C 0.617 -1.937 4.602 -1.37
C 0.191 -1.836 3.297 -0.30
N 1.068 -1.519 2.328 -0.06
C 2.356 -1.248 2.603 0.00
C 2.849 -1.336 3.898 -0.06
C 1.950 -1.708 4.899 -0.47
C 4.271 -1.163 4.253 -1.26
C 5.198 -0.292 3.844 -0.71
C 5.101 0.880 2.958 1.21
C 6.195 1.725 2.843 -0.78
C 6.061 2.839 2.027 -0.33
N 4.921 3.111 1.394 -0.52
C 3.934 2.251 1.595 -0.74
N 3.951 1.140 2.317 -0.10
H -0.094 -2.200 5.373 0.56
H -0.834 -2.009 3.004 0.58
H 2.994 -0.974 1.782 0.81
H 2.299 -1.800 5.920 0.62
H 4.589 -1.854 5.027 0.49
H 6.173 -0.406 4.303 0.41
H 7.118 1.530 3.371 0.44
H 6.880 3.534 1.883 0.46
H 2.991 2.490 1.111 0.92
C 3.177 1.163 -2.115 -1.05
As 1.293 1.206 -1.761 1.06
C 0.442 0.097 -3.063 -0.36
C 0.735 3.021 -2.004 -0.52
S 0.899 0.842 0.381 -0.47
H 3.364 1.867 -2.926 0.53
H 3.476 0.161 -2.411 0.33
H 3.726 1.475 -1.229 0.22
H 0.800 0.490 -4.016 0.65
H -0.638 0.189 -2.989 -0.46
H 0.762 -0.936 -2.945 0.28
H 0.768 3.221 -3.075 0.57
H 1.431 3.680 -1.484 0.55
H -0.272 3.160 -1.613 -0.34
O -1.514 -1.329 1.105 -0.59
C -2.126 -0.856 0.049 0.06
O -1.370 -0.539 -0.896 -0.39
C -3.614 -0.862 0.042 -0.84
C -4.319 0.487 0.301 -1.19
Ge -4.108 1.962 -0.987 1.91
C -2.946 3.341 -0.281 0.08
C -1.845 2.974 0.494 -0.40
C -0.996 3.927 1.043 -0.52
C -1.242 5.275 0.819 -0.67
C -2.342 5.657 0.064 -0.77
C -3.192 4.699 -0.476 -0.48
C -5.865 2.691 -1.422 0.35
C -7.041 2.338 -0.760 -0.39
C -8.250 2.935 -1.084 -0.74
C -8.306 3.886 -2.090 -0.50
C -7.150 4.239 -2.771 -0.81
C -5.947 3.632 -2.449 -0.39
C -3.516 1.347 -2.745 0.26
C -4.125 0.249 -3.354 -0.50
C -3.746 -0.166 -4.623 -0.91
C -2.765 0.531 -5.319 -0.51
C -2.167 1.639 -4.739 -0.89
C -2.532 2.035 -3.456 -0.47
H -3.923 -1.576 0.807 0.68
H -3.904 -1.251 -0.937 0.33
H -4.063 0.860 1.294 0.44
H -5.383 0.258 0.323 0.43
H -1.653 1.924 0.691 0.19
H -0.156 3.624 1.659 0.52
H -0.593 6.026 1.250 0.44
H -2.551 6.707 -0.090 0.46
H -4.058 5.024 -1.039 0.46
H -7.022 1.602 0.036 0.25
H -9.154 2.673 -0.550 0.42
H -9.254 4.334 -2.353 0.41
H -7.197 4.974 -3.564 0.42
H -5.056 3.877 -3.019 0.39
H -4.939 -0.269 -2.855 0.59
H -4.238 -1.010 -5.087 0.48
H -2.500 0.234 -6.325 0.46
H -1.430 2.207 -5.297 0.52
H -2.086 2.926 -3.023 0.63
```


(4)
Formula: C46H49N6NiO2S
Source: OMol25
Level of theory: ωB97M-V/def2-TZVPD

Values from the calculation:
gap between HOMO and LUMO (alpha / beta) = 0.19993 / 0.22576 Eh
relative energy (zero: lowest compared OMol25 entry of this formula, charge and spin) = 91.6 kJ/mol
⟨S²⟩ = 2.03
spin multiplicity = 3
net charge = -1
energy = -113414.9544 eV
E_LUMO (alpha / beta) = 2.23 / 2.42 eV

Structure (XYZ):
```
105
Properties=species:S:1:pos:R:3:mulliken_charge:R:1
Ni 0.560 -0.313 0.290 -0.70
N 4.435 -6.570 -1.988 -0.60
C 4.368 -5.298 -1.428 1.15
C 3.159 -4.604 -1.412 -0.87
C 3.105 -3.328 -0.890 -0.46
C 4.246 -2.740 -0.380 0.02
C 5.453 -3.411 -0.402 -0.59
C 5.517 -4.688 -0.926 -0.76
S 4.167 -1.010 0.100 1.28
O 5.129 -0.747 1.141 -0.75
O 4.400 -0.300 -1.135 -0.81
N 2.638 -0.740 0.594 -0.02
C 2.325 -1.179 1.805 0.65
N 1.188 -0.631 2.333 0.43
C 0.878 -0.946 3.571 -0.43
C 1.609 -1.864 4.312 -0.99
C 2.673 -2.460 3.649 -0.48
N 3.051 -2.118 2.438 -0.56
H 3.551 -7.053 -2.036 0.23
H 5.185 -7.142 -1.631 0.22
H 2.272 -5.078 -1.812 0.32
H 2.177 -2.778 -0.865 0.31
H 6.331 -2.931 0.001 0.48
H 6.454 -5.230 -0.960 0.28
H 0.003 -0.456 3.983 0.58
H 1.328 -2.133 5.317 0.41
H 3.232 -3.270 4.107 0.44
C -1.133 -3.592 2.450 -1.80
C -1.800 -2.258 2.110 3.02
C -2.656 -1.752 3.275 -1.81
C -2.639 -2.371 0.862 0.80
C -3.609 -3.355 0.782 -0.31
C -4.423 -3.468 -0.328 -1.85
C -4.228 -2.604 -1.391 -0.31
C -3.265 -1.606 -1.353 0.03
C -3.025 -0.762 -2.586 1.41
C -4.321 -0.304 -3.259 -1.70
C -2.172 -1.567 -3.573 -1.60
C -2.464 -1.458 -0.196 -0.71
N -1.504 -0.452 -0.095 0.78
C -1.903 0.829 -0.146 -0.23
C -0.929 1.881 -0.237 -0.51
N 0.354 1.583 -0.236 2.04
C 1.412 2.478 -0.305 -1.34
C 2.082 2.633 -1.538 0.57
C 3.221 3.417 -1.584 -0.71
C 3.684 4.066 -0.451 -1.42
C 2.999 3.946 0.742 -0.35
C 1.867 3.153 0.840 0.37
C 1.174 2.979 2.171 1.58
C 0.529 4.285 2.646 -1.65
C 2.152 2.449 3.222 -1.77
C 1.514 1.936 -2.754 1.40
C 1.788 0.430 -2.677 -0.31
C 2.045 2.473 -4.082 -2.20
C -1.634 3.155 -0.264 0.32
C -1.277 4.476 -0.381 0.07
C -2.285 5.455 -0.279 -0.86
C -3.608 5.143 -0.088 -0.87
C -4.017 3.791 -0.014 1.44
C -5.333 3.293 0.157 -1.02
C -5.542 1.937 0.233 -1.04
C -4.506 0.990 0.144 0.00
C -3.212 1.434 -0.041 0.76
C -3.007 2.841 -0.110 -0.74
H -0.397 -3.459 3.241 0.36
H -0.626 -3.988 1.572 0.44
H -1.866 -4.326 2.780 0.41
H -1.017 -1.514 1.906 -1.86
H -3.492 -2.428 3.456 0.39
H -3.056 -0.766 3.043 0.33
H -2.066 -1.684 4.188 0.49
H -3.739 -4.035 1.612 0.35
H -5.192 -4.229 -0.364 0.36
H -4.851 -2.712 -2.268 0.29
H -2.461 0.132 -2.305 -0.13
H -4.849 -1.142 -3.713 0.37
H -4.095 0.411 -4.048 0.42
H -4.980 0.175 -2.537 0.36
H -2.675 -2.497 -3.841 0.32
H -1.213 -1.805 -3.119 0.33
H -2.001 -0.986 -4.478 0.47
H 3.770 3.528 -2.506 0.37
H 4.594 4.650 -0.489 0.37
H 3.364 4.456 1.623 0.36
H 0.385 2.229 2.049 -0.54
H 1.273 5.069 2.768 0.28
H 0.038 4.134 3.605 0.46
H -0.217 4.627 1.934 0.33
H 2.914 3.185 3.472 0.42
H 2.644 1.559 2.841 0.27
H 1.614 2.190 4.133 0.41
H 0.426 2.102 -2.737 0.04
H 2.840 0.244 -2.466 0.10
H 1.510 -0.054 -3.614 0.61
H 1.200 -0.028 -1.858 -0.66
H 3.061 2.133 -4.261 0.39
H 2.023 3.559 -4.109 0.45
H 1.417 2.102 -4.889 0.50
H -0.249 4.766 -0.542 0.68
H -1.992 6.496 -0.344 0.38
H -4.348 5.925 0.007 0.41
H -6.160 3.986 0.231 0.39
H -6.553 1.571 0.368 0.42
H -4.738 -0.062 0.223 0.63
```


Look up the relative energy (zero: lowest compared OMol25 entry of this formula, charge and spin) of the fourth one. 91.6 kJ/mol


Which formula does entry 4 have? C46H49N6NiO2S


Which formula does entry 2 have? C46H48CoN3Sb